170
Properties=species:S:1:pos:R:3:mulliken_charge:R:1 method="wB97M-V/def2-TZVPD" smiles="O=S1(=O)CCCC1.O=S1(=O)CCCC1.O=S1(=O)CCCC1.O=S1(=O)CCCC1.COCCOCCOC.COCCOCCOC.COCCOC.COCCOC.COCCOC.COCCOC" homo_energy_ev=-8.86 energy_ha=-4984.1095 orbital_gap_ha=0.335 total_charge=0 lumo_ev=0.24
H 6.3924 3.0528 3.1882 0.301
S 1.3716 -5.4374 1.0938 1.284
H 2.9665 3.6538 -1.5310 -0.594
O -4.4392 0.1866 -2.5506 -0.105
C -2.0830 4.3565 -2.1077 -0.973
C -2.0000 -4.1309 -1.4644 0.931
O -6.1028 1.3883 -4.5797 -0.271
C 0.7655 5.4048 -0.1248 -0.672
O 1.7545 -3.9426 -3.5559 -0.563
H -7.2842 -4.0918 1.5801 0.298
H 6.1456 5.4433 -1.8221 0.305
C -3.9447 3.1515 -1.6587 -0.744
H 1.5629 -2.3116 4.0769 0.476
H 1.6021 3.4538 7.5573 0.257
O -0.0710 -5.2771 1.0971 -0.694
H -0.5286 3.2618 2.2126 -0.470
H 1.9839 0.1984 0.9919 0.375
H -3.9072 -1.0386 -4.1563 0.286
C 1.5897 -0.6429 5.9624 -0.733
O 4.6356 2.0979 3.0931 -0.373
C 5.3685 3.2700 3.4521 -0.377
H -2.7737 3.2434 1.4059 -0.191
O -2.2829 -6.0584 -2.9960 -0.466
H -1.0130 -6.7950 -1.5507 0.165
C 1.0234 0.3507 6.9564 -0.681
O -3.3640 -3.8841 -1.0161 -0.057
H -5.5093 3.2753 -5.1233 0.220
H 5.6390 -3.8485 -2.4214 0.370
H 5.1396 -0.1843 -0.6260 0.060
H 4.1105 -3.3043 -5.9441 0.362
H 2.6459 -1.0649 3.6818 0.308
S -2.6164 2.4314 4.8246 1.145
H 4.8046 3.4468 0.0540 0.266
O 6.4104 4.4592 5.0381 -0.366
O 0.9658 -0.3890 4.7148 0.033
H 1.5603 1.9015 0.6748 0.273
H 2.5649 -7.0908 2.3194 0.370
C 3.9447 -2.5410 -2.9160 0.077
H 5.5184 2.6093 5.5343 0.393
H -4.9949 0.2512 -5.8286 0.410
H 3.2107 -6.8651 -1.6251 0.256
H 6.7625 3.7322 6.9501 0.314
H 0.9256 -7.6385 1.7144 0.348
H 1.6023 -8.0871 -0.3682 0.270
C 2.0160 -5.4110 -0.5567 0.845
C -4.7326 -0.4081 -3.8154 -0.414
C -7.3120 -5.0448 1.0530 -0.712
H 2.6628 -0.4446 5.9060 0.295
H 2.7644 3.1666 2.7958 0.330
H -4.4015 2.2348 3.3490 0.513
C 5.3730 3.5407 4.9591 -0.451
H 3.5017 -2.8024 -1.9458 -0.112
H -1.6151 -1.0046 0.0667 0.202
H 1.1803 -5.6385 -1.2189 -0.162
H 1.4924 2.1217 8.7335 0.352
C 1.3464 0.5895 -1.0496 -0.569
C 6.6651 4.6977 6.4654 -0.733
O -2.4301 1.1561 5.4646 -0.666
H -0.8772 -4.5457 -3.1792 0.070
H 0.1303 2.6032 7.6446 0.308
C 5.1925 -3.3898 -3.3099 -0.810
H -0.3511 2.2061 4.4086 -0.149
H -9.5967 4.8350 -6.8884 0.260
C -0.5450 -0.8111 0.2648 -0.646
H -0.7742 3.7637 5.1476 0.427
H -6.2917 2.3925 -6.3692 0.369
H 2.3128 0.3074 -1.4575 0.493
H 5.3228 6.9226 -2.3146 0.237
H -10.0332 3.9443 -5.4559 0.310
C 3.6861 -3.9730 -5.2129 -0.795
H 4.1898 -5.1913 -3.6253 -0.063
H -3.2801 4.2896 2.7575 0.516
S 2.7119 -3.0419 -4.1416 1.148
C -1.2449 3.6709 2.9228 0.290
H -5.6511 -1.0199 -3.7584 0.331
C 3.2198 2.3066 3.3144 -0.031
H 1.1122 -1.1051 2.7513 -0.278
O -0.5568 -0.6801 -2.3499 -0.719
H -1.6365 -7.9149 -2.6917 0.371
H -1.4765 -4.7529 -0.7311 0.031
H -3.3280 -5.0612 0.6348 0.201
H -1.1248 4.7561 2.8977 0.419
H 4.4044 3.8897 5.3718 0.293
H -1.4859 -3.1803 -1.4434 -0.820
O -3.3178 3.4395 5.5587 -0.693
H 7.5056 5.3944 6.5229 0.260
S 0.3772 -0.8848 -1.2612 0.893
O 2.1194 -4.5163 1.9143 -0.738
H 0.9142 6.2620 -0.7696 0.395
O 2.2059 -1.9028 -4.8562 -0.786
C -4.8797 0.7261 -4.8519 -0.706
O 1.2644 -2.0585 -1.2528 -0.238
H 5.9117 3.2542 -1.2497 0.484
O 4.1488 5.2707 -1.7170 -0.340
C 2.4357 -7.6743 0.2346 -0.726
H -0.0593 3.5328 -1.9946 -0.056
O -8.1529 3.6844 -6.1478 -0.312
C 5.4973 0.8474 -0.4872 -0.586
C -6.3122 2.5566 -5.2933 -0.473
H 3.2060 -8.3829 0.4934 0.423
H -4.3160 4.1569 -1.4801 0.457
H -0.2287 0.5969 1.9559 0.396
H 5.4993 -5.0532 -4.8302 0.441
C -0.5711 4.4789 -1.7595 -0.203
H 4.2031 3.5115 -2.8975 0.442
C -1.9360 -4.7007 -2.8672 -0.274
C -3.3113 2.2240 3.2428 -0.628
C -2.7101 3.3993 2.4822 -0.384
H -0.7384 1.3851 0.3918 0.182
H -2.6023 5.2793 -1.8385 0.420
H -5.2645 -3.5772 0.5342 0.294
C 4.8770 3.0607 -0.9561 -0.567
C 3.9784 3.8363 -1.8740 0.266
H 4.9461 4.1416 2.9471 0.281
C -3.8944 -4.9260 -0.2979 -0.233
H 0.8339 1.3896 -1.6021 -0.162
H 6.4725 0.9592 -0.9607 0.382
C 1.8618 -7.1196 1.4853 -0.865
H -5.7778 -4.3871 -1.0407 0.333
C -9.2398 4.5402 -5.9038 -0.733
C 5.3074 5.8295 -2.3917 -0.751
H -3.9029 -0.2956 -0.6703 0.167
H -3.8604 -5.8527 -0.8807 0.196
H -0.2457 -1.7001 0.8374 0.475
H -2.1006 4.1296 -3.1785 0.385
H 0.9049 5.6855 0.9182 0.296
C 3.0483 -6.5340 -0.5966 -0.592
H -5.0303 -1.4640 -1.3760 0.382
H 5.3226 5.5055 -3.4424 0.315
O -5.9629 -5.4638 0.7253 -0.406
C 1.5653 -1.2862 3.7297 -0.735
O 4.5561 1.7076 -1.0729 -0.056
H -4.4453 2.3184 -1.1577 0.142
H 5.7820 5.1852 6.8969 0.296
H -0.3194 -6.7196 -3.1715 0.226
H -3.3960 -1.4890 -1.9190 0.163
H 3.0399 -4.7465 -5.6233 0.390
C -1.0293 3.0726 4.3508 -0.277
C -4.1715 -0.8009 -1.5936 -0.682
H -2.9161 1.2825 2.8550 0.157
O -2.6020 3.2306 -1.3790 0.140
H -8.2520 2.3461 -4.6416 0.280
H 1.3575 0.0149 7.9492 0.497
H -7.5123 3.9769 -4.2538 0.278
C 1.3041 0.8687 0.4696 -0.239
C -5.2959 -4.4896 -0.0612 -0.418
H 2.7294 1.3712 3.0785 -0.352
H 3.0824 2.5176 4.3855 0.179
O 1.6965 1.5587 6.7387 -0.123
C -0.1633 0.5897 0.8772 -0.633
H -7.8445 -4.8705 0.1226 0.290
H 4.0332 -6.2595 -0.2006 0.413
H 5.9793 -2.7262 -3.6993 0.297
C -7.6213 3.1692 -4.9780 -0.406
H -7.7020 -5.8071 1.7083 0.265
H -2.5025 -4.1120 -3.5964 0.322
H 1.5167 4.6582 -0.3906 0.044
C -1.2445 -6.8989 -2.6191 -0.486
O -0.5065 4.8201 -0.3920 -0.219
H -4.0613 1.4400 -4.6850 0.293
H -9.0116 5.4590 -5.3291 0.290
H -0.2131 5.3143 -2.3503 0.566
H 2.2832 -4.3677 -0.7684 -0.517
H 4.1606 -1.4830 -3.0554 0.262
C 4.7224 -4.5066 -4.2908 -0.259
H 1.5106 -1.6814 6.2815 0.384
C 1.2093 2.4416 7.7301 -0.884
H -4.1717 2.9685 -2.7381 0.130
H -0.0530 0.4290 7.0723 0.390
H 5.4880 0.9497 0.6018 0.171